# C32H56N8O4PV2

A structure of composition C32H56N8O4PV2 (wB97M-V/def2-TZVPD, the Open Molecules 2025 dataset).

Calculated values
* net charge: +1
* E_tot: -4221.02084 Ha
* multiplicity: 7
* HOMO (alpha / beta): -10.362 / -11.748 eV

Cartesian coordinates (Å):
V1 -1.856 1.199 -3.773
V2 -0.333 0.086 -0.037
P1 -1.969 1.571 -1.137
O1 -2.351 0.343 -0.251
O2 -1.013 0.615 -1.891
O3 -2.828 2.161 -2.320
O4 -0.909 2.235 -0.301
N1 1.973 -0.364 -0.544
N2 -0.266 -2.400 -0.258
N3 4.077 0.486 -3.324
N4 -5.588 -3.364 -0.615
N5 2.282 -5.431 -4.405
N6 1.571 2.005 2.087
N7 -0.373 -0.694 2.161
N8 -3.159 0.935 3.690
C1 3.327 1.242 -3.700
C2 1.504 -3.204 -3.266
C3 0.891 -2.114 -4.131
C4 -5.171 -2.644 0.175
C5 2.002 -4.462 -3.873
C6 0.797 5.587 1.489
C7 2.924 3.377 -4.993
C8 -2.231 -3.004 -2.004
C9 -4.947 -2.328 2.642
C10 3.106 -0.399 -0.186
C11 5.965 -0.049 2.265
C12 -1.075 -2.690 -1.038
C13 2.353 2.221 -4.084
C14 -2.416 4.477 3.271
C15 2.307 3.787 0.383
C16 -2.421 3.153 2.493
C17 -2.831 1.860 3.121
C18 -6.353 -2.904 2.822
C19 1.894 2.726 1.271
C20 1.098 -3.719 4.020
C21 4.140 4.117 -4.373
C22 4.469 -0.466 0.276
C23 -3.590 4.595 4.215
C24 4.454 -0.023 1.802
C25 -0.753 -1.984 4.445
C26 -2.017 -4.247 -2.921
C27 0.647 -2.497 4.813
C28 1.777 -1.587 -5.266
C29 -0.570 -1.241 3.129
C30 -2.398 -5.686 -2.370
C31 1.390 4.965 0.147
C32 -4.740 -1.674 1.278
H1 0.284 6.545 1.404
H2 -1.169 -1.454 5.301
H3 -3.103 3.515 1.723
H4 -0.973 -4.333 -3.221
H5 3.180 3.112 -6.019
H6 -1.551 4.593 3.925
H7 3.887 -0.779 2.345
H8 -2.341 -2.133 -2.649
H9 4.571 4.587 -5.256
H10 -3.444 5.481 4.833
H11 -3.212 -3.108 -1.541
H12 4.863 3.389 -4.003
H13 0.058 4.886 1.878
H14 0.729 -1.309 -3.414
H15 -1.814 -5.979 -1.498
H16 2.845 -1.508 -5.067
H17 1.844 2.527 -3.170
H18 0.795 -3.599 -2.539
H19 5.857 -0.044 3.350
H20 1.909 -2.286 -6.092
H21 4.781 -1.508 0.201
H22 -1.374 -2.869 4.304
H23 -2.422 -6.537 -3.050
H24 4.110 1.009 1.868
H25 0.260 -4.394 4.193
H26 -0.097 -2.444 -4.453
H27 0.434 4.801 -0.350
H28 3.877 4.868 -3.628
H29 1.989 5.632 -0.474
H30 6.598 -0.885 1.968
H31 -3.424 -5.612 -2.007
H32 1.580 1.711 -4.658
H33 -4.240 -3.158 2.624
H34 1.623 5.739 2.184
H35 -3.690 3.785 4.937
H36 1.381 -1.716 4.615
H37 2.017 -4.088 4.476
H38 2.031 4.002 -5.026
H39 -3.701 -1.406 1.086
H40 2.746 3.528 -0.581
H41 -4.521 4.617 3.648
H42 -2.566 -4.215 -3.862
H43 -5.327 -0.761 1.170
H44 -6.378 -3.377 3.803
H45 1.466 -0.612 -5.640
H46 -2.452 5.198 2.455
H47 3.114 4.280 0.926
H48 -6.745 -3.427 1.950
H49 6.415 0.924 2.066
H50 5.093 0.105 -0.412
H51 0.678 -2.728 5.877
H52 -4.511 -1.595 3.321
H53 -1.434 2.994 2.058
H54 -6.938 -1.994 2.952
H55 2.411 -2.963 -2.711
H56 1.207 -3.570 2.946

***

# C6H14NS

A cluster of 2 separate species, C6H14NS in total (wB97M-V/def2-TZVPD, the Open Molecules 2025 dataset).

Calculated values
* net charge: -2
* energy above the lowest of the compared OMol25 structures with the same formula, charge and spin: 12.0 kcal per mole
* E_tot: -689.79879 Ha
* multiplicity: 2
* HOMO (alpha / beta): 4.077 / -0.259 eV

Cartesian coordinates (Å):
S1 0.185 0.863 -2.091
N1 2.185 -0.504 -0.038
C1 2.387 0.866 -0.482
C2 -1.800 -2.470 0.914
C3 1.957 1.196 -1.915
C4 -1.664 0.022 1.238
C5 -1.691 -1.051 0.391
C6 -1.613 1.471 0.873
H1 -1.472 1.595 -0.223
H2 -2.557 1.975 1.199
H3 -1.697 -0.273 2.295
H4 1.167 -0.578 -0.164
H5 -0.882 -3.017 0.620
H6 -0.821 2.064 1.346
H7 2.521 0.571 -2.638
H8 -1.556 -0.986 -0.687
H9 -1.996 -2.484 2.009
H10 -2.619 -2.991 0.390
H11 3.455 1.048 -0.288
H12 2.492 -1.088 -0.847
H13 2.229 2.256 -2.086
H14 1.788 1.515 0.182

***

# C10H18N2O5

An isolated molecule of C10H18N2O5 (wB97M-V/def2-TZVPD, the Open Molecules 2025 dataset).

Calculated values
* energy above the lowest of the compared OMol25 structures with the same formula, charge and spin: 88.0 kcal per mole
* E_tot: -877.49943 Ha
* structure (SMILES): CC[C@H](C)[C@H](NC(=O)[C@@H](N)CC(=O)O)C(=O)O
* HOMO: -9.226 eV

Cartesian coordinates (Å):
O1 1.220 -2.641 -2.096
O2 -0.514 -1.193 -2.188
O3 0.479 5.259 0.089
O4 -1.160 0.509 -0.601
O5 0.696 5.267 -2.323
N1 0.971 0.146 -0.058
N2 1.248 2.503 1.091
C1 -0.990 -1.130 1.572
C2 -1.552 -4.243 1.184
C3 -0.053 0.926 -0.373
C4 0.557 -1.728 -1.611
C5 -0.886 -3.292 0.095
C6 0.577 4.802 -1.156
C7 0.804 3.212 -1.129
C8 0.298 2.461 0.039
C9 0.962 -1.246 -0.267
C10 -0.108 -2.123 0.735
H1 -1.295 -1.742 2.424
H2 -0.291 -0.307 1.859
H3 -0.219 -4.015 -0.395
H4 1.760 3.154 -1.521
H5 0.583 -2.537 1.575
H6 1.957 -1.668 -0.387
H7 -0.471 -1.625 -3.013
H8 1.790 0.653 0.274
H9 -2.304 -4.811 0.585
H10 1.703 3.477 1.111
H11 0.491 6.196 0.173
H12 -0.762 -4.814 1.655
H13 0.853 2.327 1.995
H14 -2.096 -3.628 1.887
H15 -0.719 2.803 0.384
H16 -1.896 -0.788 0.937
H17 -1.599 -3.039 -0.670
H18 -0.033 2.874 -1.877

***

# C40H69Cl20N3S2

A cluster of 11 separate species, C40H69Cl20N3S2 in total (wB97M-V/def2-TZVPD, the Open Molecules 2025 dataset).

Calculated values
* energy above the lowest of the compared OMol25 structures with the same formula, charge and spin: 0.0 kcal per mole
* E_tot: -11729.93729 Ha
* structure (SMILES): CCN(CC)C(=S)SCCCc1cccc2ncc(CC(C)C)nc12.ClCCCl.ClCCCl.ClCCCl.ClCCCl.ClCCCl.ClCCCl.ClCCCl.ClCCCl.ClCCCl.ClCCCl
* HOMO: -7.982 eV

Cartesian coordinates (Å):
Cl1 -8.145 3.707 -2.901
Cl2 9.570 1.061 0.274
Cl3 0.178 3.101 -0.617
Cl4 -2.126 -2.676 -5.598
Cl5 -6.113 -2.325 4.458
Cl6 -8.381 -3.998 0.093
Cl7 14.563 -0.291 2.495
Cl8 -7.324 1.210 -5.076
Cl9 -0.239 10.807 2.087
Cl10 2.623 9.215 1.117
Cl11 -4.833 -2.134 7.618
Cl12 12.688 2.232 1.132
Cl13 -9.437 -1.013 2.024
Cl14 6.528 4.809 2.853
Cl15 -7.246 -7.218 0.106
Cl16 0.856 4.992 2.146
Cl17 -0.694 -5.492 -4.307
Cl18 10.626 -2.179 0.144
Cl19 -10.231 0.189 -1.076
Cl20 3.906 5.369 0.741
S1 1.998 -0.988 0.330
S2 2.965 -0.190 -2.503
N1 -2.389 -2.593 2.315
N2 4.500 -0.224 -0.160
N3 -2.113 -1.719 -0.590
C1 0.028 2.603 1.087
C2 -10.252 -1.513 -0.543
C3 5.453 -1.289 -0.544
C4 -1.688 -5.372 -5.781
C5 -3.159 -1.661 1.689
C6 -4.479 -3.375 6.390
C7 -0.231 -3.301 -0.857
C8 -0.409 3.746 1.979
C9 3.167 -0.489 -0.717
C10 -8.943 3.325 -4.448
C11 -1.295 -2.674 0.009
C12 -10.667 -1.654 0.908
C13 -3.030 -1.203 0.272
C14 0.701 -4.284 -0.294
C15 -8.954 1.840 -4.731
C16 -6.467 -5.802 0.856
C17 -5.286 -0.640 -0.983
C18 6.564 -1.341 0.602
C19 3.872 2.254 -0.368
C20 1.797 -1.411 -3.246
C21 10.436 0.164 1.548
C22 5.161 6.537 1.227
C23 -0.107 9.198 1.332
C24 0.331 -1.414 -2.634
C25 -0.097 -2.919 -2.363
C26 4.985 1.137 -0.506
C27 1.141 8.464 1.765
C28 15.156 1.250 1.827
C29 -1.434 -3.069 1.422
C30 11.430 -0.819 0.974
C31 -0.462 -4.099 1.943
C32 -5.640 0.380 -2.180
C33 -7.476 -4.814 1.395
C34 -6.488 -0.543 0.051
C35 -4.479 -2.808 4.989
C36 0.589 -4.693 1.146
C37 6.507 5.876 1.426
C38 -3.983 -0.079 -0.281
C39 14.195 2.390 2.076
C40 -1.475 -4.063 -6.507
H1 -5.814 -5.343 0.113
H2 -6.964 -4.033 1.961
H3 -1.113 -3.057 -2.842
H4 -0.350 -1.034 -3.456
H5 1.228 8.427 2.851
H6 3.186 2.294 -1.269
H7 6.795 5.285 0.557
H8 -6.690 -1.574 0.455
H9 -6.631 0.893 -2.028
H10 -0.619 3.372 2.982
H11 1.496 -4.700 -0.960
H12 -9.967 3.694 -4.375
H13 -4.128 -3.562 4.284
H14 -4.233 0.587 0.598
H15 -3.976 -1.186 2.305
H16 -0.140 9.328 0.251
H17 5.974 -1.074 -1.519
H18 5.417 1.118 -1.552
H19 -4.876 1.208 -2.274
H20 4.822 7.039 2.132
H21 -1.399 -6.204 -6.426
H22 -5.632 -0.163 -3.162
H23 12.028 -1.249 1.776
H24 1.115 7.440 1.391
H25 3.208 2.112 0.523
H26 14.655 3.332 1.775
H27 7.271 6.638 1.589
H28 7.220 -0.425 0.528
H29 0.986 2.190 1.404
H30 -2.731 -5.509 -5.497
H31 2.306 -2.415 -3.228
H32 0.589 -3.659 -2.857
H33 -9.364 1.275 -3.893
H34 4.969 -2.311 -0.575
H35 16.109 1.458 2.316
H36 -6.261 0.119 0.941
H37 4.409 3.245 -0.369
H38 -0.714 1.805 1.119
H39 12.104 -0.342 0.265
H40 -5.846 -6.177 1.670
H41 -1.993 -4.084 -7.467
H42 -11.607 -1.139 1.108
H43 5.774 1.397 0.262
H44 -5.211 -4.176 6.498
H45 5.226 7.279 0.431
H46 -9.261 -1.934 -0.721
H47 -0.558 -4.423 3.015
H48 -8.436 3.880 -5.237
H49 -10.798 -2.708 1.155
H50 -0.418 -3.877 -6.696
H51 -10.964 -2.036 -1.183
H52 -3.339 0.561 -0.956
H53 1.717 -1.134 -4.341
H54 -1.310 4.228 1.600
H55 7.194 -2.266 0.526
H56 13.925 2.465 3.129
H57 -5.181 -1.667 -1.414
H58 -3.827 -1.939 4.908
H59 0.185 -0.724 -1.769
H60 9.695 -0.335 2.173
H61 -3.494 -3.780 6.624
H62 -8.197 -5.296 2.055
H63 -7.450 -0.168 -0.385
H64 -0.990 8.634 1.635
H65 10.952 0.900 2.158
H66 6.095 -1.300 1.627
H67 -9.565 1.636 -5.611
H68 15.342 1.107 0.763
H69 1.316 -5.433 1.572

***

# C36H28Cl2FeN6O2S2

A structure of composition C36H28Cl2FeN6O2S2 (wB97M-V/def2-TZVPD, the Open Molecules 2025 dataset).

Calculated values
* energy above the lowest of the compared OMol25 structures with the same formula, charge and spin: 7.9 kcal per mole
* E_tot: -4848.22695 Ha
* multiplicity: 5
* HOMO (alpha / beta): -6.769 / -7.637 eV

Cartesian coordinates (Å):
Fe1 0.163 0.687 2.277
Cl1 1.748 5.432 6.911
Cl2 -1.329 4.866 7.457
S1 0.676 2.210 -0.036
S2 -1.435 0.145 0.776
O1 3.616 2.461 3.259
O2 -2.979 0.899 4.825
N1 1.117 0.685 -2.209
N2 -0.692 -1.308 3.371
N3 -0.595 -1.344 -1.327
N4 1.984 -0.213 1.649
N5 1.401 1.778 3.232
N6 -0.990 1.293 3.711
C1 4.460 -0.538 0.458
C2 2.806 1.317 -5.082
C3 -0.485 2.372 4.470
C4 -3.754 -1.775 -1.378
C5 0.872 4.265 5.976
C6 -0.470 4.018 6.213
C7 -0.481 -0.178 -0.617
C8 0.855 2.652 -4.687
C9 -2.692 -2.638 -1.651
C10 -1.382 -2.502 -0.901
C11 0.866 2.627 4.225
C12 -2.808 -3.099 3.487
C13 1.923 1.912 -4.188
C14 1.549 2.177 -6.942
C15 2.055 1.702 -2.699
C16 -1.534 -3.531 3.153
C17 -4.939 -1.876 -2.092
C18 -2.838 -3.595 -2.649
C19 4.222 0.530 1.303
C20 -0.510 -2.600 3.106
C21 0.435 0.851 -1.038
C22 -2.999 -1.759 3.785
C23 2.216 -1.246 0.840
C24 -1.916 -0.903 3.719
C25 1.545 3.575 4.977
C26 -5.077 -2.836 -3.088
C27 -4.025 -3.696 -3.366
C28 2.622 1.445 -6.454
C29 -1.158 3.079 5.455
C30 2.704 1.757 2.870
C31 3.440 -1.455 0.236
C32 -0.155 -1.313 -2.715
C33 -2.049 0.548 4.125
C34 2.978 0.649 1.888
C35 0.671 2.788 -6.055
C36 1.197 -0.647 -2.787
H1 1.385 -1.921 0.671
H2 -2.202 2.889 5.638
H3 -0.774 -3.396 -1.069
H4 -5.760 -1.206 -1.866
H5 -1.330 -4.571 2.932
H6 3.081 1.411 -2.447
H7 4.966 1.280 1.531
H8 1.397 2.273 -8.010
H9 -4.126 -4.448 -4.139
H10 3.595 -2.327 -0.387
H11 -3.639 -3.792 3.516
H12 -0.869 -0.759 -3.332
H13 -2.020 -4.277 -2.864
H14 -0.100 -2.335 -3.089
H15 3.314 0.969 -7.138
H16 -6.006 -2.919 -3.639
H17 5.427 -0.666 -0.011
H18 1.821 2.617 -2.166
H19 1.930 -1.257 -2.245
H20 3.650 0.749 -4.702
H21 0.503 -2.897 2.854
H22 0.165 3.123 -3.993
H23 -3.646 -1.026 -0.601
H24 2.588 3.768 4.792
H25 -1.563 -2.396 0.165
H26 -3.967 -1.356 4.057
H27 1.513 -0.568 -3.824
H28 -0.161 3.372 -6.430

***

# C17H30BrN3Pd

A structure of composition C17H30BrN3Pd (wB97M-V/def2-TZVPD, the Open Molecules 2025 dataset).

Calculated values
* net charge: +2
* energy above the lowest of the compared OMol25 structures with the same formula, charge and spin: 13.9 kcal per mole
* E_tot: -3531.09327 Ha
* multiplicity: 5
* HOMO (alpha / beta): -13.425 / -13.480 eV

Cartesian coordinates (Å):
Pd1 -6.589 -12.512 2.497
Br1 -11.612 -11.944 6.864
N1 -1.326 -12.270 0.912
N2 -5.097 -13.642 3.570
N3 -5.795 -10.512 2.303
C1 -3.480 -11.139 1.492
C2 -2.751 -13.177 2.868
C3 -4.047 -11.369 4.027
C4 -9.168 -13.452 3.798
C5 -8.900 -12.080 6.086
C6 -7.173 -14.857 -0.330
C7 -5.537 -13.054 -0.831
C8 -10.331 -13.241 4.593
C9 -10.195 -12.499 5.794
C10 -7.464 -12.443 0.587
C11 -7.778 -12.873 -1.785
C12 -4.343 -10.583 2.689
C13 -7.953 -12.804 3.996
C14 -3.859 -12.884 3.890
C15 -7.765 -12.195 5.216
C16 -7.001 -13.321 -0.570
C17 -2.247 -11.943 2.026
H1 -7.260 -13.284 -2.643
H2 -0.439 -12.769 1.140
H3 -5.328 -13.513 -1.846
H4 -6.240 -9.754 2.825
H5 -8.742 -11.587 7.029
H6 -7.426 -11.447 0.249
H7 -11.243 -13.784 4.372
H8 -3.972 -9.594 2.894
H9 -3.405 -13.175 4.911
H10 -6.838 -11.752 5.556
H11 -8.778 -13.306 -1.693
H12 -4.731 -11.099 4.846
H13 -8.510 -12.764 0.894
H14 -8.228 -15.153 -0.107
H15 -1.714 -11.352 2.741
H16 -7.898 -11.790 -1.896
H17 -5.881 -10.291 1.336
H18 -2.977 -13.948 2.133
H19 -6.868 -15.531 -1.176
H20 -5.695 -13.714 4.376
H21 -5.196 -11.952 -1.008
H22 -4.833 -14.577 3.226
H23 -1.115 -11.437 0.363
H24 -9.139 -14.245 2.972
H25 -3.109 -10.354 0.834
H26 -1.973 -13.580 3.481
H27 -3.051 -11.006 4.437
H28 -4.053 -11.845 0.908
H29 -6.624 -15.159 0.574
H30 -4.836 -13.513 -0.112

***

# C26H33N3O4

An isolated molecule of C26H33N3O4 (wB97M-V/def2-TZVPD, the Open Molecules 2025 dataset).

Calculated values
* energy above the lowest of the compared OMol25 structures with the same formula, charge and spin: 50.0 kcal per mole
* E_tot: -1475.76692 Ha
* structure (SMILES): CCN(CC)CCN1C(=O)C(=O)/C(=C(/O)c2ccc(OCC(C)C)cc2)[C@H]1c1ccncc1
* HOMO: -8.125 eV

Cartesian coordinates (Å):
O1 6.609 -0.756 -0.221
O2 -1.345 2.839 -0.195
O3 0.675 -2.461 -1.566
O4 1.359 1.629 -0.124
N1 -1.881 0.807 -1.082
N2 -2.984 -3.443 1.239
N3 -5.481 0.899 -0.136
C1 -2.165 -2.514 1.704
C2 -6.240 -1.015 1.331
C3 7.487 1.317 0.777
C4 0.187 -0.241 -1.095
C5 6.147 1.986 1.072
C6 3.240 0.043 -1.474
C7 -1.855 -1.550 -0.457
C8 -1.280 -0.480 -1.359
C9 2.543 -1.058 -0.984
C10 3.251 -2.036 -0.278
C11 7.979 0.541 1.997
C12 -6.205 1.967 0.526
C13 -3.243 -3.448 -0.055
C14 4.596 -1.890 -0.037
C15 -6.104 -0.407 -0.070
C16 -1.038 1.724 -0.554
C17 -3.295 1.035 -1.228
C18 -1.578 -1.546 0.906
C19 -2.706 -2.530 -0.946
C20 -4.054 0.891 0.106
C21 -5.908 3.312 -0.131
C22 0.355 1.094 -0.543
C23 4.592 0.187 -1.247
C24 7.417 0.384 -0.444
C25 5.291 -0.769 -0.509
C26 1.110 -1.227 -1.216
H1 -0.925 -0.798 1.332
H2 -3.918 -4.223 -0.394
H3 5.384 1.247 1.304
H4 5.143 -2.629 0.526
H5 8.220 2.094 0.530
H6 -7.272 1.753 0.427
H7 -1.457 -0.762 -2.407
H8 -2.947 -2.579 -1.998
H9 -3.739 -0.040 0.590
H10 5.089 1.056 -1.645
H11 7.286 -0.264 2.230
H12 -6.861 -0.386 1.964
H13 -7.098 -0.319 -0.519
H14 6.246 2.649 1.929
H15 -3.694 0.323 -1.953
H16 -1.979 -2.546 2.770
H17 -4.861 3.580 -0.017
H18 8.051 1.197 2.860
H19 2.719 0.788 -2.053
H20 5.808 2.579 0.226
H21 -3.763 1.716 0.759
H22 -6.139 3.262 -1.192
H23 -6.698 -1.998 1.262
H24 -5.969 2.027 1.602
H25 1.424 -3.069 -1.633
H26 -5.266 -1.129 1.804
H27 2.732 -2.894 0.131
H28 7.099 0.937 -1.332
H29 8.959 0.108 1.808
H30 -3.440 2.049 -1.609
H31 8.415 -0.024 -0.636
H32 -6.514 4.090 0.326
H33 -5.514 -1.082 -0.697